Entry 1:
{"formula": "C4H10NO2", "method": "wB97M-V/def2-TZVPD", "species": ["C", "C", "N", "C", "C", "O", "O", "H", "H", "H", "H", "H", "H", "H", "H", "H", "H"], "coordinates": [[-0.8245, 1.1963, 1.6974], [-1.0163, 1.4042, 0.2190], [-0.1299, 0.4636, -0.5559], [0.0341, -1.0205, -0.3030], [1.1823, -1.4531, -1.1884], [1.4420, -0.8776, -2.2105], [1.7408, -2.5828, -0.7778], [0.2250, 1.5524, 1.8878], [-1.4468, 1.8095, 2.3293], [-1.0400, 0.1507, 2.0458], [-0.6764, 2.4401, 0.0347], [-2.0088, 1.1566, -0.1014], [-0.2815, 0.5299, -1.5712], [0.8276, 0.8426, -0.4606], [0.1197, -1.2831, 0.7524], [-0.7948, -1.6587, -0.6924], [2.6475, -2.6699, -1.1053]], "atomic_forces_ev_per_a": [[1.1990, -0.7642, 0.6318], [-0.2624, -0.3348, 0.7530], [1.4172, 0.0062, -0.6017], [-0.9289, -0.6730, 0.0125], [0.3271, -0.5201, -0.5061], [0.1386, 0.4504, 0.3594], [0.0018, 0.2800, 0.8364], [-0.7796, -0.8390, 0.4077], [-0.3888, 0.4696, -0.2360], [0.5625, 0.8957, -0.3842], [-0.4976, -0.6419, -0.7073], [-0.6212, 0.4447, -0.2504], [-0.1353, 0.2090, 0.1599], [-0.3107, -0.1961, -0.0581], [0.3553, 0.3971, -0.1853], [-0.0043, 1.0104, 0.2769], [-0.0728, -0.1939, -0.5085]], "relative_energy_kj_mol": 104.59, "total_charge": 1, "homo_energy_ev": -15.574, "gap_ev": 12.15}


Entry 2:
{"formula": "C8H10AsBF4OPtS5", "method": "wB97M-V/def2-TZVPD", "species": ["Pt", "S", "As", "S", "S", "S", "F", "B", "F", "F", "F", "C", "C", "C", "C", "C", "C", "C", "S", "C", "O", "H", "H", "H", "H", "H", "H", "H", "H", "H", "H"], "coordinates": [[-0.0508, 1.3911, 0.8392], [3.7663, -1.7514, 1.4705], [1.9521, -1.1669, 0.6078], [1.9487, 0.9816, -0.1292], [0.4243, -0.3907, 2.1146], [1.0350, -2.5179, -0.7215], [-0.6686, 3.6272, 0.2179], [-0.8505, 4.6815, -0.7411], [-0.1205, 4.3923, -1.8921], [-0.4288, 5.8798, -0.1586], [-2.2193, 4.7745, -1.0585], [-1.4493, 1.4582, -5.2743], [-1.7759, 1.0895, -3.8514], [-2.2818, 2.0413, -2.9688], [-2.5352, 1.7135, -1.6494], [-2.2750, 0.4247, -1.2162], [-1.7618, -0.5402, -2.0660], [-1.5263, -0.1987, -3.3887], [-2.4723, 0.0007, 0.5094], [-4.2928, 0.0034, 0.5088], [-2.1812, 1.2474, 1.3152], [-1.5684, 2.5294, -5.4329], [-2.0966, 0.9322, -5.9813], [-0.4176, 1.1927, -5.5104], [-2.4282, 3.0655, -3.2859], [-2.8765, 2.4713, -0.9568], [-1.4511, -1.5021, -1.6771], [-1.0825, -0.9307, -4.0538], [-4.6452, 0.9816, 0.1872], [-4.6240, -0.2053, 1.5250], [-4.6394, -0.7728, -0.1719]], "atomic_forces_ev_per_a": [[0.4150, -0.2804, -0.0273], [0.1264, -0.0628, 0.0672], [-0.3210, 0.6643, 0.1696], [0.0888, -0.0420, 0.1051], [0.1454, -0.1313, -0.2402], [-0.0563, -0.1576, -0.1593], [0.0067, -0.2655, -0.0662], [0.0944, 0.1474, -0.0823], [0.0180, -0.0106, -0.0184], [0.0513, 0.0257, 0.0124], [-0.1681, -0.0963, 0.0124], [-0.0113, 0.0100, 0.0165], [-0.0191, 0.0421, -0.0136], [0.0337, -0.0352, -0.0271], [-0.1178, 0.0139, 0.0526], [0.0050, -0.0310, 0.1331], [0.1127, -0.0022, -0.0269], [-0.0199, -0.0145, 0.0218], [-0.5441, -0.4456, -0.4756], [0.2119, 0.0111, 0.0643], [-0.2431, 0.6165, 0.4924], [0.0057, 0.0044, -0.0138], [0.0000, -0.0007, 0.0044], [0.0061, 0.0065, -0.0108], [0.0209, 0.0239, -0.0245], [0.0569, 0.0567, 0.0303], [0.0074, -0.0328, 0.0046], [0.0145, -0.0110, 0.0105], [0.0305, 0.0334, -0.0116], [0.0275, -0.0097, 0.0121], [0.0217, -0.0268, -0.0116]], "relative_energy_kj_mol": 34.43, "total_charge": -2, "homo_energy_ev": -1.542, "gap_ev": 5.81}


Entry 3:
{"formula": "C3H8ClO2P", "method": "wB97M-V/def2-TZVPD", "species": ["C", "P", "Cl", "O", "C", "O", "C", "H", "H", "H", "H", "H", "H", "H", "H"], "coordinates": [[0.1716, 0.0436, 1.7492], [-0.8480, 0.0961, 0.3442], [-2.9015, -0.0484, 0.1975], [-0.4220, -0.8809, -0.8487], [0.3145, -2.0857, -0.6267], [-0.7803, 1.4438, -0.4761], [0.4678, 2.0830, -0.7555], [-0.3716, 0.5744, 2.5825], [0.5845, -0.9354, 2.0166], [-0.1968, -2.8805, -1.0973], [0.3725, -2.2708, 0.4771], [1.3734, -1.8517, -1.0612], [0.7027, 2.9273, -0.0003], [0.4399, 2.5131, -1.8446], [1.0933, 1.2721, -0.6566]], "atomic_forces_ev_per_a": [[-2.2118, 0.2984, -0.8349], [1.3355, -0.1543, -0.0227], [0.2046, -0.0361, 0.5008], [-0.0325, -0.2574, 0.5297], [2.3013, 1.6641, 0.9686], [-1.3281, 1.3685, 0.4518], [-1.0287, 2.6306, -0.6941], [0.8357, -0.4961, -0.7318], [-0.3000, 0.3548, -0.0522], [-0.2913, -0.8652, -0.6763], [0.2011, -0.1154, -1.0474], [-1.8444, -1.0018, 0.8219], [-0.4573, -1.4916, -1.2292], [-0.0400, -0.9020, 2.1362], [2.6559, -0.9965, -0.1203]], "relative_energy_kj_mol": 167.46, "homo_energy_ev": -8.421, "gap_ev": 9.17}


Entry 4:
{"formula": "CH2N4OS", "method": "wB97M-V/def2-TZVPD", "species": ["C", "H", "H", "N", "N", "N", "N", "O", "S"], "coordinates": [[0.2591, 0.2445, 0.3378], [2.4394, -0.2956, -2.1335], [-1.3779, -0.2045, -0.9722], [1.3524, 0.4812, -0.3809], [-0.7517, -0.6356, 0.1872], [-1.8237, -0.2290, 1.1010], [-1.2262, 0.4215, 2.0580], [0.0584, 0.5037, 1.7646], [1.0702, -0.2862, -1.9619]], "atomic_forces_ev_per_a": [[3.7654, -0.3430, 1.1172], [-1.0747, -0.0161, -0.3661], [2.3224, -2.2023, 3.9924], [-4.2104, -0.7523, 1.8273], [-5.8021, 2.2792, -5.8349], [2.5482, 1.1611, 2.5207], [-2.5055, -2.5313, -3.1592], [2.9958, 1.9798, -0.9751], [1.9609, 0.4249, 0.8778]], "relative_energy_kj_mol": 322.68, "homo_energy_ev": -9.251, "gap_ev": 8.80}


Entry 5:
{"formula": "C4H26NO8", "method": "wB97M-V/def2-TZVPD", "species": ["C", "C", "C", "C", "O", "N", "H", "H", "H", "H", "H", "H", "H", "H", "H", "H", "H", "H", "H", "H", "O", "H", "H", "O", "H", "H", "O", "H", "H", "O", "H", "H", "O", "H", "H", "O", "H", "H", "O"], "coordinates": [[1.1464, 1.9910, 0.6805], [0.1881, 1.5728, -0.4665], [-1.2197, 2.2019, -0.0726], [-1.8861, 1.7048, 1.2954], [-2.0673, 1.8751, -1.1717], [0.2259, 0.0191, -0.4139], [1.5148, 3.0998, 0.6206], [0.5426, 1.7515, 1.6610], [2.2735, 1.6188, 0.6277], [0.4726, 1.9050, -1.4888], [-1.0075, 3.3026, -0.2242], [-1.2665, 0.7674, 1.8071], [-1.8207, 2.3422, 2.1101], [-2.9103, 1.4381, 1.0331], [-2.7001, 1.2043, -1.1462], [-0.4196, -0.2697, -1.1844], [1.1911, -0.5430, -0.4383], [-0.1517, -0.5228, 0.4963], [-2.0494, -1.7172, 1.5311], [-1.2357, -2.5038, 0.5152], [-1.1621, -1.9273, 1.1991], [2.5880, 1.4682, -4.2442], [3.0604, 0.8920, -2.9306], [2.2212, 1.0812, -3.4100], [2.8470, -3.8017, 0.9768], [2.9262, -3.1726, -0.5983], [2.2414, -3.5407, 0.1201], [-1.9282, -0.6605, 3.9767], [-0.3089, -1.2152, 4.0170], [-0.9831, -0.8690, 3.4405], [-0.8229, -2.5730, -1.9912], [-2.3034, -2.8174, -2.3324], [-1.7357, -2.2815, -1.7568], [2.5238, 0.2920, 2.7280], [1.4181, -0.7853, 2.5414], [1.9221, -0.1880, 2.1825], [-0.9848, -0.8395, -3.5141], [0.0807, 0.1358, -3.3381], [-0.4200, -0.4354, -2.8380]], "atomic_forces_ev_per_a": [[2.0142, 1.8689, 0.3100], [1.3169, -0.1041, 2.5576], [0.1143, -1.4950, -0.8182], [2.6818, -2.9049, -1.3144], [1.4478, 2.4584, -0.9509], [-0.0094, -2.1979, 1.8098], [-1.7697, -1.4291, 0.1669], [2.0478, 0.6202, -1.7474], [-2.7567, -0.3318, 0.1869], [-0.1982, -0.4709, 0.7476], [-0.5043, -1.0654, 0.8314], [-1.7816, 1.9114, -1.7757], [-0.2407, 1.8734, 1.1292], [0.1031, -0.0459, 0.4346], [-1.2672, -1.7444, 0.9792], [0.8503, -0.3156, 0.2709], [-2.2493, 2.2869, -0.5799], [0.1302, 1.8584, -1.7184], [0.5565, -0.2212, -0.1612], [-0.7341, -2.7644, -3.3605], [0.4220, 2.6954, 2.8542], [-0.7363, -0.3766, 0.8505], [-0.9528, 0.0740, -0.2534], [1.5787, 0.3021, -0.5886], [-2.1232, 1.0694, -3.4371], [-2.0467, -1.4151, 2.6484], [4.1218, 0.4378, 0.7173], [4.4530, -1.0457, -1.6459], [-0.2571, -0.2088, 0.9663], [-4.3180, 1.5786, 1.4707], [-0.9765, 0.2876, 0.2100], [0.0674, 0.0634, 0.3344], [0.6157, -0.9464, -0.2944], [0.1755, -0.0659, 0.9998], [-3.8982, -4.9708, 3.8303], [3.7967, 4.3979, -4.6146], [-0.1649, -0.0266, 0.5930], [2.3863, 2.4476, -1.5874], [-1.8952, -2.0848, -0.0508]], "relative_energy_kj_mol": 506.61, "total_charge": 1, "homo_energy_ev": -13.034, "gap_ev": 10.43}